Entry 1:
CH4NO2S | ωB97M-V with the def2-TZVPD basis set

Structure (XYZ):
```
9
Properties=species:S:1:pos:R:3:mulliken_charge:R:1
C -0.311 0.400 -0.897 0.72
N 0.767 0.972 -0.466 -0.27
O -1.480 0.711 -1.324 -0.24
O -0.096 -0.971 1.256 -0.57
S -1.013 -0.967 -1.584 0.15
H 0.859 1.959 -0.549 0.29
H 1.494 0.313 0.021 0.33
H 0.566 -1.563 1.626 0.31
H -0.786 -0.854 1.917 0.29
```

As for the charge: +1. The calculation puts the HOMO energy at -14.96 eV. For the gap between HOMO and LUMO, the calculation gives 9.16 eV.

Entry 2:
C6H10O | ωB97M-V with the def2-TZVPD basis set

Structure (XYZ):
```
17
Properties=species:S:1:pos:R:3:mulliken_charge:R:1
C -0.974 -0.162 -2.319 -0.63
O -0.853 -0.445 -0.927 -0.10
C 0.227 -1.158 -0.609 -0.64
C 1.299 0.273 0.419 -0.51
C 0.213 1.137 1.115 -0.46
C -0.458 -0.136 1.685 -0.69
C 0.511 -0.997 0.854 0.09
H -2.018 0.092 -2.510 0.25
H -0.660 -1.026 -2.907 0.32
H -0.335 0.693 -2.575 0.30
H 1.310 0.196 -0.710 0.14
H 2.353 0.389 0.664 0.41
H 0.603 1.814 1.881 0.31
H -0.417 1.706 0.425 0.19
H -0.312 -0.247 2.764 0.31
H -1.515 -0.282 1.440 0.24
H 1.025 -1.846 1.312 0.46
```

The calculation puts the HOMO energy at -8.27 eV. For the gap between HOMO and LUMO, the calculation gives 9.35 eV.

Entry 3:
C37H33N6O8Rh | ωB97M-V with the def2-TZVPD basis set

Structure (XYZ):
```
85
Properties=species:S:1:pos:R:3:mulliken_charge:R:1
Rh 1.845 -0.654 0.084 0.64
O 3.928 -0.486 6.964 -0.67
C 2.759 -0.497 6.659 0.40
O 1.684 -0.503 7.223 -0.69
C 2.545 -0.494 5.030 0.10
C 1.250 -0.480 4.543 -1.00
C 1.071 -0.452 3.171 -1.11
N 2.102 -0.448 2.336 1.01
C 3.335 -0.460 2.810 0.43
C 3.623 -0.478 4.171 -0.74
C 4.496 -0.409 1.743 0.07
O 5.628 -0.346 2.174 -0.68
O 4.089 -0.426 0.564 -0.40
H 0.405 -0.488 5.215 0.56
H 0.086 -0.426 2.725 1.08
H 4.649 -0.472 4.515 0.64
O 1.618 1.971 -6.444 -0.51
C 1.615 0.591 -6.166 -0.68
C 1.886 0.350 -4.707 0.49
C 2.324 -0.900 -4.268 -1.09
C 2.500 -1.111 -2.916 -0.42
N 2.308 -0.164 -2.008 0.01
C 1.929 1.063 -2.414 0.28
C 1.692 1.339 -3.761 -0.50
C 1.808 2.073 -1.364 0.82
C 1.946 3.441 -1.612 -1.00
C 1.838 4.349 -0.570 0.71
C 1.882 5.836 -0.825 -0.93
O 0.778 6.284 -1.577 -0.50
C 1.650 3.840 0.714 -1.16
C 1.560 2.471 0.888 -0.49
N 1.598 1.610 -0.118 0.44
H 1.470 2.103 -7.385 0.31
H 2.380 0.073 -6.766 0.36
H 0.635 0.141 -6.408 0.29
H 2.532 -1.688 -4.975 0.44
H 2.814 -2.073 -2.536 0.49
H 1.360 2.311 -4.085 0.54
H 2.139 3.793 -2.612 0.54
H 2.762 6.094 -1.420 0.35
H 1.943 6.366 0.134 0.35
H -0.035 6.099 -1.093 0.33
H 1.575 4.501 1.564 0.42
H 1.440 2.058 1.881 0.59
C -4.840 3.612 0.809 -1.51
C -4.713 2.247 0.198 1.03
C -5.298 1.969 -1.034 -0.93
C -5.216 0.704 -1.591 -0.97
C -4.524 -0.295 -0.940 -0.63
C -3.890 -0.022 0.271 0.44
N -3.066 -0.963 0.888 -0.12
C -2.982 -2.273 0.432 -1.10
C -4.065 -3.142 0.562 -0.02
C -3.965 -4.452 0.136 -0.57
C -2.793 -4.914 -0.447 -0.86
C -1.716 -4.059 -0.589 -0.58
C -1.788 -2.744 -0.140 0.99
C -0.603 -1.846 -0.269 1.02
O 0.250 -2.041 -1.153 -0.64
O -0.459 -0.918 0.587 -0.81
C -4.009 1.244 0.862 0.62
C -3.353 1.479 2.191 -1.53
H -5.320 4.306 0.124 0.40
H -3.865 4.013 1.078 0.31
H -5.440 3.562 1.718 0.33
H -5.814 2.753 -1.570 0.35
H -5.665 0.501 -2.553 0.39
H -4.424 -1.277 -1.377 0.43
H -2.124 -0.598 1.065 0.47
H -4.978 -2.781 1.011 0.53
H -4.801 -5.122 0.262 0.41
H -2.726 -5.935 -0.793 0.42
H -0.806 -4.398 -1.061 0.54
H -3.260 0.537 2.727 0.47
H -3.933 2.164 2.805 0.51
H -2.355 1.902 2.058 0.23
N 1.270 -3.698 1.138 -0.06
C 1.487 -4.983 0.806 -0.27
C 2.653 -5.019 0.080 -1.14
C 3.069 -3.686 0.006 -0.58
N 2.224 -2.904 0.652 0.46
H 0.489 -3.316 1.651 0.20
H 0.827 -5.765 1.116 0.52
H 3.135 -5.874 -0.343 0.45
H 3.947 -3.271 -0.447 0.69
```

The calculation puts the HOMO energy (spin up / spin down) at -7.15 / -7.15 eV. For the gap between HOMO and LUMO (spin up / spin down), the calculation gives 4.78 / 4.82 eV.

Results for max |F|: 0.05862; 0.02191; 0.12141 (in hartree/bohr, following the order of the records).